No. 1
Molecular formula: C4H12NOS
Method: DFT, ωB97M-V/def2-TZVPD

The geometry in XYZ format:
```
19
Properties=species:S:1:pos:R:3:nbo_charge:R:1
N 0.585 0.555 -1.362 -0.68
C -0.354 0.124 -0.245 -0.07
C -1.525 1.050 -0.246 -0.11
O -1.934 1.301 -1.624 -0.74
C 0.402 -0.048 1.124 -0.42
C 0.702 -1.483 1.511 -0.56
S 1.941 -2.326 0.514 0.01
H 0.216 0.437 -2.309 0.45
H 0.660 1.564 -1.288 0.44
H 1.455 0.023 -1.376 0.45
H -0.748 -0.866 -0.511 0.23
H -2.417 0.595 0.191 0.23
H -1.346 2.080 0.097 0.21
H -2.542 0.595 -1.907 0.49
H -0.193 0.674 1.701 0.25
H 1.331 0.538 1.030 0.21
H -0.181 -2.080 1.692 0.25
H 1.031 -1.327 2.556 0.25
H 2.919 -1.407 0.454 0.12
```

Results
**Energy relative to the best compared isomer or geometry (same formula, charge and spin)**: 92.43 kJ/mol
**LUMO**: -3.3 eV
**SMILES**: [NH3+][C@H](CO)CCS
**Kohn-Sham gap**: 0.3595 Ha
**Total charge**: +1

No. 2
Molecular formula: C3H8N3O
Method: DFT, ωB97M-V/def2-TZVPD

The geometry in XYZ format:
```
15
Properties=species:S:1:pos:R:3:nbo_charge:R:1
C -1.257 -1.409 0.133 -0.19
C -1.119 0.670 -0.222 -0.27
C -0.120 -0.356 0.112 0.19
N 1.093 -0.616 0.003 0.31
N 2.106 1.122 0.062 -0.87
N -2.212 -0.323 -0.205 -0.56
O 1.907 -1.543 -0.001 -0.21
H -0.976 -2.038 -0.785 0.23
H -1.255 -1.926 1.008 0.23
H -1.222 1.533 0.464 0.25
H -1.041 0.881 -1.269 0.25
H 2.288 1.292 1.091 0.43
H 3.028 1.060 -0.284 0.41
H -2.877 -0.221 0.450 0.38
H 1.657 1.875 -0.557 0.43
```

Results
**Energy relative to the best compared isomer or geometry (same formula, charge and spin)**: 644.96 kJ/mol
**LUMO**: -6.1 eV
**Kohn-Sham gap**: 0.2871 Ha
**Total charge**: +1

No. 3
Molecular formula: C5H5F3OSi
Method: DFT, ωB97M-V/def2-TZVPD

The geometry in XYZ format:
```
15
Properties=species:S:1:pos:R:3:nbo_charge:R:1
C -1.428 -0.947 -0.074 -0.34
C -0.043 -0.823 0.270 -0.15
C -2.185 0.048 -0.506 0.19
C 0.851 -0.106 -0.411 -0.32
C 2.301 -0.077 0.045 0.96
O -1.969 1.393 -0.517 -0.91
F 2.563 1.068 0.719 -0.33
F 3.116 -0.048 -1.060 -0.34
F 2.663 -1.065 0.815 -0.31
Si -1.177 2.499 0.437 1.01
H -1.981 -1.899 -0.064 0.23
H 0.194 -1.473 1.125 0.23
H -3.298 -0.315 -0.598 0.18
H 0.715 0.238 -1.448 0.24
H -0.322 1.507 1.266 -0.34
```

Results
**LUMO**: -0.7 eV
**Kohn-Sham gap**: 0.2952 Ha

No. 4
Molecular formula: C41H50CeN5O3P2S
Method: DFT, ωB97M-V/def2-TZVPD

The geometry in XYZ format:
```
103
Properties=species:S:1:pos:R:3:lowdin_charge:R:1
Ce 0.051 0.299 0.889 0.83
C 3.564 3.081 2.913 0.01
O 2.495 2.855 3.893 0.07
C 1.567 2.169 3.276 -0.36
N 1.769 1.789 2.065 0.02
C 3.122 2.264 1.673 -0.22
C 3.114 3.067 0.399 -0.21
C 4.061 2.814 -0.586 -0.02
C 4.124 3.620 -1.715 -0.05
C 3.236 4.675 -1.862 -0.07
C 2.281 4.924 -0.883 -0.07
C 2.218 4.121 0.243 -0.05
C 0.311 1.867 3.990 -0.15
C 0.080 2.164 5.324 0.07
C -1.173 1.870 5.849 0.04
C -2.159 1.347 5.018 0.07
C -1.832 1.108 3.693 -0.16
N -0.612 1.319 3.200 0.08
C -2.811 0.719 2.656 -0.34
N -2.483 0.543 1.426 0.06
C -3.769 0.464 0.673 -0.19
C -4.804 0.264 1.795 -0.02
O -4.074 0.650 3.002 0.08
C -3.825 -0.566 -0.425 -0.18
C -2.684 -0.971 -1.101 -0.09
C -2.747 -1.831 -2.186 -0.06
C -3.980 -2.309 -2.605 -0.04
C -5.132 -1.920 -1.935 -0.03
C -5.057 -1.050 -0.858 -0.01
H 4.496 2.753 3.365 0.14
H 3.596 4.150 2.718 0.15
H 3.756 1.383 1.536 0.14
H 4.769 2.002 -0.465 0.12
H 4.876 3.434 -2.469 0.12
H 3.298 5.315 -2.732 0.12
H 1.597 5.755 -0.990 0.12
H 1.482 4.337 1.012 0.12
H 0.855 2.625 5.921 0.15
H -1.391 2.079 6.887 0.14
H -3.162 1.159 5.375 0.15
H -3.902 1.451 0.216 0.17
H -5.110 -0.775 1.917 0.14
H -5.676 0.907 1.726 0.15
H -1.714 -0.622 -0.761 0.02
H -1.840 -2.133 -2.695 0.10
H -4.045 -2.981 -3.449 0.12
H -6.096 -2.290 -2.257 0.12
H -5.974 -0.740 -0.370 0.13
C -1.270 0.345 -5.633 -0.05
C -0.090 1.168 -5.146 -0.17
N -0.369 1.775 -3.823 -0.08
C -0.924 3.138 -3.876 -0.21
C 0.173 4.187 -3.924 -0.05
C -0.142 1.117 -2.712 -0.57
S -0.480 1.940 -1.197 0.80
N 0.281 -0.161 -2.869 0.16
C 0.786 -0.967 -2.003 -0.35
O 1.026 -0.662 -0.727 -0.28
C 1.121 -2.337 -2.422 -0.14
C 1.134 -2.667 -3.779 0.00
C 1.429 -3.961 -4.173 -0.03
C 1.704 -4.934 -3.221 -0.03
C 1.688 -4.614 -1.868 -0.04
C 1.400 -3.320 -1.475 -0.05
H -1.068 -0.020 -6.639 0.09
H -2.181 0.943 -5.673 0.08
H -1.441 -0.509 -4.978 0.06
H 0.111 2.001 -5.818 0.13
H 0.815 0.573 -5.070 0.12
H -1.576 3.285 -3.018 0.08
H -1.543 3.173 -4.771 0.13
H 0.794 4.134 -3.030 0.04
H -0.274 5.178 -3.980 0.10
H 0.810 4.058 -4.799 0.09
H 0.924 -1.904 -4.515 0.11
H 1.452 -4.212 -5.225 0.12
H 1.935 -5.944 -3.533 0.12
H 1.904 -5.376 -1.131 0.12
H 1.383 -3.059 -0.427 0.06
C 2.890 -0.594 4.015 -0.21
P 2.005 -1.291 2.583 0.85
C 3.365 -1.924 1.545 -0.20
C 1.241 -2.781 3.324 -0.38
C 0.397 -3.539 2.309 -0.38
P -0.974 -2.501 1.661 0.86
C -1.800 -3.655 0.524 -0.21
C -2.124 -2.462 3.082 -0.21
H 3.556 -1.355 4.425 0.08
H 2.189 -0.298 4.797 0.06
H 3.495 0.266 3.733 0.04
H 3.822 -2.793 2.021 0.07
H 4.128 -1.150 1.446 0.06
H 3.026 -2.186 0.546 0.03
H 0.629 -2.450 4.168 0.09
H 2.030 -3.414 3.737 0.11
H -0.039 -4.436 2.757 0.11
H 1.007 -3.878 1.469 0.07
H -1.916 -4.617 1.027 0.07
H -1.206 -3.793 -0.379 0.05
H -2.781 -3.277 0.241 0.05
H -2.122 -3.429 3.587 0.07
H -3.135 -2.271 2.719 0.05
H -1.863 -1.692 3.811 0.04
```

Results
**Energy relative to the best compared isomer or geometry (same formula, charge and spin)**: 19.03 kJ/mol
**LUMO (alpha / beta)**: -9.9 / -9.9 eV
**Kohn-Sham gap (alpha / beta)**: 0.2243 / 0.2240 Ha
**Total charge**: +3

No. 5
Molecular formula: C5H5ClNO2
Method: DFT, ωB97M-V/def2-TZVPD

The geometry in XYZ format:
```
14
Properties=species:S:1:pos:R:3:nbo_charge:R:1
C -0.925 1.293 1.183 -0.42
N -0.390 0.368 0.224 -0.46
C -0.455 0.498 -1.137 0.63
O -1.125 1.321 -1.800 -0.71
C 0.384 -0.623 -1.667 -0.35
C 0.848 -1.388 -0.689 -0.03
Cl 1.976 -2.660 -0.805 -0.01
C 0.544 -0.822 0.706 0.31
O 0.117 -1.374 1.727 -0.83
H -0.851 0.806 2.174 0.23
H -0.380 2.155 1.107 0.18
H -1.974 1.410 0.872 0.20
H 0.592 -0.542 -2.759 0.21
H 1.637 -0.443 0.864 0.05
```

Results
**Energy relative to the best compared isomer or geometry (same formula, charge and spin)**: 78.13 kJ/mol
**LUMO**: 3.5 eV
**SMILES**: CN1C(=O)C=C(Cl)[C@@H]1[O-]
**Kohn-Sham gap**: 0.2648 Ha
**Total charge**: -1

Number 1: E_tot -18708.10853 eV. Number 2: E_tot -9745.77939 eV. Number 3: E_tot -23341.40769 eV. Number 4: E_tot -99244.50611 eV. Number 5: E_tot -23373.75907 eV.